Entry from the Open Molecules 2025 dataset: a structure of composition C26H24BCl2N2O4S at a distorted geometry (ωB97M-V with the def2-TZVPD basis set).

Computed properties:
- frontier orbital gap (hartree) = 0.140
- E (eV) = -75074.551
- net charge = -1
- relative energy (zero: lowest compared OMol25 entry of this formula, charge and spin) (kcal/mol) = 134.4

Each line ends with the natural charge from an NBO analysis.
CARTESIAN COORDINATES (ANGSTROEM)
1 N -1.8210 -1.9239 2.1903  -0.35
2 C -1.3546 -1.3016 1.3026  0.23
3 C -1.0099 -0.5669 0.0945  -0.45
4 C 0.6637 -0.7567 0.0369  -0.20
5 C 1.0135 -0.1445 1.3162  0.33
6 N 1.2424 0.6235 2.2059  -0.37
7 C 0.6078 -2.3456 0.3385  0.56
8 O 1.0637 -2.8845 1.3117  -0.55
9 C -0.0282 -3.1135 -0.8273  -0.16
10 Cl 0.6535 -4.6536 -1.1561  0.05
11 C -1.2031 -2.6568 -1.3927  -0.14
12 Cl -2.0397 -3.5379 -2.6203  0.03
13 C -1.8100 -1.3505 -0.9426  0.61
14 O -2.9316 -1.0126 -1.2591  -0.56
15 C 5.7547 -4.6938 0.4390  -0.62
16 C 4.8577 -3.5612 0.0677  -0.04
17 C 4.1043 -3.6731 -1.0913  -0.21
18 C 3.1980 -2.6712 -1.4535  -0.21
19 C 2.9636 -1.6583 -0.5416  0.07
20 B -2.8009 0.5626 0.3893  1.34
21 C 1.8947 -0.6343 -0.8571  -0.22
22 C 2.3035 0.7747 -0.7677  -0.43
23 C 1.5292 1.6474 -1.4666  -0.21
24 C 0.6698 1.0016 -2.3732  -0.36
25 C -0.4365 1.6047 -3.1193  -0.63
26 S 0.9118 -0.7014 -2.4006  0.29
27 O -2.5994 1.5812 -0.4712  -0.76
28 C -3.1021 2.7156 0.2618  0.23
29 C -2.2208 3.8935 -0.0847  -0.63
30 C -4.5009 2.9526 -0.2925  -0.63
31 C -3.1213 2.2092 1.7610  0.26
32 C -1.7996 2.4864 2.4616  -0.65
33 C -4.2340 2.7424 2.6249  -0.63
34 O -3.3156 0.7636 1.6106  -0.77
35 C 3.8271 -1.4265 0.5270  -0.21
36 C 4.7745 -2.4057 0.8320  -0.20
37 H 6.5260 -4.3506 1.1271  0.21
38 H 5.2210 -5.5243 0.9210  0.22
39 H 6.2127 -5.0884 -0.4722  0.21
40 H 4.2228 -4.5358 -1.7398  0.20
41 H 2.7371 -2.6557 -2.4405  0.23
42 H 3.1759 1.0231 -0.1572  0.21
43 H 1.5766 2.7312 -1.4185  0.20
44 H -0.2157 2.6470 -3.3809  0.20
45 H -0.6648 1.0201 -4.0287  0.20
46 H -1.3142 1.5914 -2.4366  0.22
47 H -2.5933 4.7962 0.4140  0.20
48 H -1.1639 3.7735 0.1797  0.24
49 H -2.2809 4.0698 -1.1632  0.23
50 H -4.9379 3.8664 0.1221  0.20
51 H -4.3933 3.0593 -1.3780  0.22
52 H -5.1519 2.0911 -0.0921  0.22
53 H -1.6785 3.5636 2.6255  0.21
54 H -1.7638 1.9983 3.4415  0.23
55 H -0.9437 2.1257 1.8879  0.25
56 H -4.1581 3.8272 2.7739  0.21
57 H -5.2103 2.5364 2.1858  0.22
58 H -4.1923 2.2954 3.6234  0.23
59 H 3.8335 -0.4819 1.0793  0.24
60 H 5.4527 -2.2637 1.6725  0.20